No. 1
Density functional theory data (ωB97M-V/def2-TZVPD) for a structure of composition C12H20KO8S2.

XYZ file:
```
43
Properties=species:S:1:pos:R:3
K -0.693 2.587 0.126
O -3.563 -1.592 0.991
S -2.755 -0.730 1.807
O -2.063 0.367 1.204
O -3.727 -0.036 2.908
C -4.179 -0.791 4.048
C -5.032 0.107 4.919
C -1.615 -1.700 2.823
H -3.395 -1.291 4.614
H -4.838 -1.591 3.688
H -5.578 -0.564 5.580
H -5.708 0.720 4.328
H -4.423 0.802 5.498
H -0.681 -1.954 2.333
H -2.140 -2.563 3.219
H -1.351 -1.057 3.665
O 2.774 -0.518 -0.956
S 1.811 -0.322 0.092
O 1.446 1.016 0.523
O 0.423 -1.050 -0.314
C 0.189 -1.354 -1.701
C 0.163 -2.858 -1.959
C 2.273 -1.319 1.574
H 0.867 -0.849 -2.387
H -0.795 -0.945 -1.933
H 0.603 -3.415 -1.128
H 0.624 -3.169 -2.890
H -0.874 -3.199 -1.938
H 3.358 -1.313 1.463
H 1.959 -2.333 1.344
H 1.886 -0.814 2.447
C 2.790 2.589 -5.099
C 1.731 2.333 -4.342
C 1.705 2.501 -2.875
O 0.695 2.457 -2.196
C 3.015 2.764 -2.286
C 4.141 2.887 -2.995
C 4.145 2.812 -4.511
O 5.173 2.899 -5.124
H 2.650 2.654 -6.172
H 0.693 2.196 -4.648
H 3.181 2.677 -1.215
H 5.113 2.959 -2.525
```

charge: +1
lowest unoccupied orbital energy: -4.1 eV
energy: -67137.28770 eV

No. 2
Density functional theory data (ωB97M-V/def2-TZVPD) for the ion C5H8NO4S with charge -1.

XYZ file:
```
19
Properties=species:S:1:pos:R:3
C -1.737 1.957 -1.179
C -1.732 0.770 -0.350
C -0.502 -0.249 -0.510
N -0.348 -1.060 0.743
S 1.278 -1.185 1.285
C 2.180 0.441 1.357
O 2.014 -2.155 0.405
O 1.232 -1.729 2.711
C -0.838 -1.155 -1.831
O 0.059 -2.029 -2.121
O -2.005 -0.973 -2.580
H -0.803 2.638 -1.192
H -2.646 2.183 -1.854
H -2.613 0.595 0.358
H 0.423 0.366 -0.776
H -0.969 -0.749 1.503
H 2.354 0.770 0.270
H 1.479 1.216 1.823
H 3.174 0.350 1.939
```

charge: -1
energy above the lowest of the compared OMol25 structures with the same formula, charge and spin: 4.484 eV
lowest unoccupied orbital energy: 2.9 eV
structure (SMILES): C=C[C@@H](NS(C)(=O)=O)C(=O)[O-]
energy: -25826.63153 eV

No. 3
Density functional theory data (ωB97M-V/def2-TZVPD) for an isolated molecule of C3H7NO2S.

XYZ file:
```
14
Properties=species:S:1:pos:R:3
N 0.696 1.384 0.344
C 0.252 -0.073 0.131
C 0.155 -0.565 -1.368
S 1.724 -0.163 -2.127
C -1.126 -0.313 0.740
O -1.687 -1.372 0.491
O -1.693 0.450 1.603
H -0.024 1.920 0.980
H 1.499 1.557 0.918
H 0.915 -0.878 0.521
H -0.581 -0.033 -1.972
H 0.112 -1.661 -1.471
H 2.245 -0.229 -0.824
H -2.489 -0.025 2.035
```

energy above the lowest of the compared OMol25 structures with the same formula, charge and spin: 1.839 eV
lowest unoccupied orbital energy: 0.4 eV
structure (SMILES): N[C@H](CS)C(=O)O
energy: -19643.76529 eV

No. 4
Density functional theory data (ωB97M-V/def2-TZVPD) for a cluster of 10 separate species, C36H80O18S4 in total.

XYZ file:
```
138
Properties=species:S:1:pos:R:3
C 2.867 6.715 3.430
C 3.242 6.553 4.908
O 4.313 7.452 5.207
S 4.125 8.377 6.668
C 3.127 9.819 5.987
O 3.284 7.689 7.619
O 5.439 8.945 7.042
H 2.565 7.760 3.366
H 2.156 5.954 3.109
H 3.705 6.776 2.735
H 2.337 6.587 5.514
H 3.501 5.505 5.060
H 3.677 10.311 5.184
H 2.951 10.629 6.695
H 2.168 9.604 5.515
C 2.502 -2.399 2.002
C 1.626 -1.316 1.553
O 0.945 -1.805 0.358
S -0.362 -2.839 0.486
C -1.711 -1.487 0.426
O -0.499 -3.753 -0.633
O -0.503 -3.283 1.869
H 2.966 -2.810 1.105
H 2.035 -3.239 2.518
H 3.170 -1.980 2.754
H 0.949 -0.770 2.211
H 2.387 -0.619 1.202
H -1.395 -0.603 -0.129
H -2.016 -1.234 1.442
H -2.621 -1.822 -0.070
C -2.099 4.356 11.674
C -3.018 3.533 10.731
O -2.423 3.367 9.528
S -3.419 3.281 8.169
C -3.906 5.012 8.045
O -2.544 3.011 7.054
O -4.552 2.399 8.479
H -1.852 5.326 11.243
H -1.322 3.729 12.110
H -2.656 4.626 12.571
H -3.084 2.508 11.095
H -3.986 4.025 10.642
H -4.460 5.177 8.969
H -4.626 5.080 7.229
H -3.015 5.639 8.024
C 4.603 -7.487 -2.340
C 4.276 -8.908 -1.901
O 4.410 -9.023 -0.498
S 4.035 -10.549 0.101
C 2.584 -10.200 1.184
O 3.499 -11.412 -0.973
O 5.109 -10.996 0.943
H 4.905 -7.584 -3.383
H 5.492 -7.132 -1.819
H 3.738 -6.867 -2.103
H 3.234 -9.150 -2.108
H 4.784 -9.650 -2.516
H 1.772 -9.720 0.637
H 2.846 -9.490 1.968
H 2.073 -11.084 1.565
C 5.775 2.791 -4.759
C 5.582 1.271 -4.375
C 6.191 0.593 -5.598
O 6.688 1.632 -6.457
C 5.936 2.843 -6.199
H 6.623 3.283 -4.283
H 4.907 3.380 -4.462
H 4.539 0.986 -4.514
H 6.049 0.914 -3.458
H 5.474 -0.018 -6.146
H 7.013 -0.051 -5.287
H 4.913 2.764 -6.567
H 6.242 3.824 -6.561
C -2.714 2.009 -9.299
C -3.000 1.002 -8.219
C -1.785 0.071 -8.232
O -0.756 1.032 -8.516
C -1.197 2.310 -9.120
H -3.305 2.921 -9.201
H -3.042 1.635 -10.268
H -3.955 0.537 -8.461
H -2.937 1.372 -7.196
H -1.892 -0.623 -9.065
H -1.785 -0.463 -7.281
H -0.802 2.335 -10.136
H -1.201 3.241 -8.552
C -8.516 -7.707 4.799
C -9.352 -7.702 6.061
C -10.282 -6.621 5.653
O -9.487 -5.658 4.990
C -8.538 -6.321 4.160
H -8.796 -8.534 4.147
H -7.499 -8.049 4.988
H -8.749 -7.585 6.961
H -10.020 -8.562 6.107
H -10.734 -6.335 6.603
H -11.044 -6.848 4.909
H -7.563 -5.835 4.150
H -8.752 -6.364 3.092
C 11.788 1.062 0.178
C 12.439 1.840 -0.893
C 12.185 3.356 -0.512
O 11.678 3.241 0.832
C 10.922 2.047 0.932
H 12.590 0.654 0.793
H 11.285 0.177 -0.210
H 12.021 1.594 -1.869
H 13.497 1.601 -1.007
H 11.438 3.997 -0.982
H 13.105 3.937 -0.464
H 9.883 2.066 0.605
H 10.944 1.707 1.968
C -8.451 -6.992 -7.867
C -7.409 -5.955 -7.575
C -7.577 -5.779 -6.013
O -8.936 -6.114 -5.676
C -9.600 -6.705 -6.800
H -7.997 -7.947 -7.602
H -8.762 -7.075 -8.908
H -7.469 -4.945 -7.980
H -6.432 -6.312 -7.900
H -7.446 -4.733 -5.738
H -6.926 -6.482 -5.494
H -10.295 -5.981 -7.226
H -10.099 -7.639 -6.541
C -2.933 7.763 -2.668
C -3.341 6.405 -2.137
C -3.835 6.558 -0.720
O -3.149 7.716 -0.319
C -2.779 8.607 -1.380
H -3.759 8.191 -3.237
H -2.039 7.694 -3.287
H -2.470 5.753 -2.079
H -4.161 5.975 -2.712
H -3.362 5.742 -0.175
H -4.904 6.569 -0.505
H -1.759 8.933 -1.177
H -3.438 9.465 -1.510
```

energy above the lowest of the compared OMol25 structures with the same formula, charge and spin: 2.697 eV
lowest unoccupied orbital energy: 0.2 eV
structure (SMILES): CCOS(C)(=O)=O.CCOS(C)(=O)=O.CCOS(C)(=O)=O.CCOS(C)(=O)=O.C1CCOC1.C1CCOC1.C1CCOC1.C1CCOC1.C1CCOC1.C1CCOC1
energy: -118813.33791 eV